(1)
{
  "formula": "C15H37BNO13P2S",
  "method": "ωB97M-V/def2-TZVPD",
  "homo_energy_ha": -0.186,
  "total_charge": -1,
  "e_above_lowest_kj_mol": 0.0,
  "species": ["N", "C", "C", "C", "B", "P", "O", "P", "S", "H", "H", "H", "H", "H", "H", "H", "H", "H", "H", "H", "H", "H", "C", "O", "C", "O", "O", "C", "H", "H", "H", "H", "H", "H", "C", "O", "C", "O", "O", "C", "H", "H", "H", "H", "H", "H", "C", "O", "C", "O", "O", "C", "H", "H", "H", "H", "H", "H", "C", "O", "C", "O", "O", "C", "H", "H", "H", "H", "H", "H"],
  "xyz": [[4.340, 1.558, 1.159], [3.355, 1.309, 0.094], [2.099, 2.174, 0.159], [1.321, 2.034, 1.481], [-0.114, 1.270, 1.421], [0.030, -0.494, 0.631], [0.555, -1.628, 1.471], [-1.411, 2.359, 0.479], [-3.258, 1.725, 0.057], [4.185, 2.464, 1.585], [4.223, 0.881, 1.902], [3.848, 1.450, -0.874], [3.069, 0.255, 0.138], [1.468, 1.873, -0.684], [2.369, 3.216, -0.048], [1.180, 3.020, 1.940], [1.938, 1.487, 2.202], [-0.596, 1.101, 2.519], [0.809, -0.328, -0.552], [-1.186, -0.787, -0.036], [-0.805, 2.868, -0.692], [-1.427, 3.578, 1.189], [0.835, -4.409, 2.083], [0.802, -5.649, 2.836], [1.631, -6.582, 2.419], [2.401, -6.518, 1.493], [1.488, -7.664, 3.208], [2.337, -8.754, 2.858], [0.117, -3.750, 2.551], [1.825, -3.967, 2.129], [0.568, -4.600, 1.047], [3.385, -8.465, 2.927], [2.136, -9.091, 1.842], [2.109, -9.539, 3.574], [-6.085, -0.142, -0.659], [-6.219, -0.007, -2.087], [-7.332, 0.580, -2.487], [-8.235, 0.972, -1.789], [-7.303, 0.682, -3.824], [-8.447, 1.325, -4.384], [-5.126, -0.623, -0.504], [-6.083, 0.839, -0.190], [-6.907, -0.741, -0.269], [-8.541, 2.341, -4.003], [-9.356, 0.775, -4.142], [-8.277, 1.332, -5.456], [5.242, -4.781, 0.589], [5.184, -3.403, 0.208], [6.198, -2.659, 0.647], [7.143, -3.062, 1.279], [5.975, -1.401, 0.289], [6.955, -0.453, 0.736], [4.349, -5.232, 0.169], [6.141, -5.249, 0.191], [5.242, -4.875, 1.673], [7.930, -0.676, 0.304], [7.032, -0.483, 1.822], [6.571, 0.511, 0.421], [-2.272, 8.218, -1.334], [-2.905, 7.296, -2.225], [-2.645, 6.012, -1.944], [-1.946, 5.625, -1.044], [-3.280, 5.247, -2.823], [-3.097, 3.827, -2.606], [-2.571, 9.203, -1.679], [-2.604, 8.048, -0.311], [-1.189, 8.106, -1.373], [-3.426, 3.535, -1.611], [-2.046, 3.568, -2.714], [-3.695, 3.348, -3.374]]
}



(2)
{
  "formula": "C5H12NO",
  "method": "ωB97M-V/def2-TZVPD",
  "smiles": "CCC[C@H]([NH3+])C=O",
  "homo_energy_ha": -0.555,
  "total_charge": 1,
  "e_above_lowest_kj_mol": 66.1,
  "species": ["C", "C", "C", "C", "N", "C", "O", "H", "H", "H", "H", "H", "H", "H", "H", "H", "H", "H", "H"],
  "xyz": [[-0.931, -1.203, -1.644], [-0.631, 0.309, -1.578], [-0.435, 0.843, -0.142], [0.342, -0.071, 0.786], [0.236, 0.418, 2.218], [1.844, -0.171, 0.472], [2.607, 0.421, 1.178], [-1.582, -1.436, -0.794], [-0.037, -1.827, -1.577], [-1.520, -1.432, -2.526], [-1.536, 0.796, -1.948], [0.131, 0.649, -2.276], [0.190, 1.713, -0.344], [-1.373, 1.225, 0.260], [-0.112, -1.034, 0.759], [0.304, -0.385, 2.837], [1.078, 0.986, 2.396], [-0.602, 0.977, 2.352], [2.029, -0.780, -0.427]]
}



Sequential Kohn-Sham gap output: 7.55; 11.40 eV